No. 1
C10H23Br3Cu2N3O4 as an isolated structure in a non-equilibrium geometry, computed with ωB97M-V with the def2-TZVPD basis set.

## Properties
* frontier orbital gap: 6.100 eV
* lowest unoccupied orbital energy: -5.4 eV
* E_HOMO: -11.53 eV
* charge: +1

Geometry (Å):
Br1 0.5027 1.2658 5.6179
Br2 2.6888 -0.8808 4.4528
Br3 0.0173 -2.0147 5.7410
Cu1 0.9428 -3.0201 2.1115
Cu2 -1.9066 -1.8341 2.2815
O1 0.0139 -1.2321 1.3970
O2 -3.1327 -2.1965 0.1921
O3 -0.4565 1.4925 -4.4717
O4 -1.1818 2.8801 1.6678
N1 1.0369 2.5064 1.6227
N2 -2.2135 -2.8298 -1.8471
N3 0.6715 1.0297 -2.5582
C1 -0.3275 0.8402 -3.4716
C2 2.1342 1.6535 2.0377
C3 -2.9787 -2.1090 -1.0282
C4 0.8249 -0.4958 4.7875
C5 1.4570 2.2557 -2.5522
C6 -0.2567 2.0911 1.6804
C7 -2.3773 -2.7218 -3.3018
C8 1.3631 3.8966 1.3963
C9 -1.2761 -3.7880 -1.2585
C10 0.6890 0.2756 -1.3400
H1 -2.9843 -3.5806 -3.5936
H2 2.0660 3.9684 0.5625
H3 -0.0699 -1.0552 0.4599
H4 -1.4615 -4.7626 -1.7119
H5 2.6963 1.2139 1.2052
H6 -0.3110 -3.5318 -1.7305
H7 1.7937 4.3887 2.2727
H8 0.2455 -0.7227 -1.4498
H9 1.6259 0.1002 -0.8112
H10 2.4932 2.0269 -2.3056
H11 0.0345 0.7398 -0.5848
H12 1.7810 0.7493 2.5364
H13 1.2691 2.8629 -3.4289
H14 -1.4033 -2.7881 -3.7814
H15 -1.0761 -3.6735 -0.2037
H16 0.3047 -0.5452 3.8402
H17 -0.3149 0.9910 1.6730
H18 -2.9021 -1.8092 -3.5609
H19 -0.9576 0.0168 -3.0957
H20 2.7861 2.2241 2.6942
H21 0.5454 4.5593 1.1285
H22 -3.5328 -1.3171 -1.5666
H23 1.1371 2.8804 -1.7047


No. 2
An isolated molecule of C5H11NO, computed with ωB97M-V with the def2-TZVPD basis set.

## Properties
* SMILES: CC[C@@H](C)NC=O
* ΔE to the lowest compared entry with this formula, charge and spin: 0.229 eV
* frontier orbital gap: 10.626 eV
* lowest unoccupied orbital energy: 0.9 eV
* E_HOMO: -9.73 eV

Geometry (Å):
O1 2.0656 -1.3269 -1.3010
N1 0.8993 -0.7957 0.5978
C1 1.7484 -1.5487 -0.1487
C2 0.2772 0.4367 0.1348
C3 -1.2425 0.2655 -0.0039
C4 0.6442 1.6024 1.0469
C5 -1.6317 -0.4640 -1.2849
H1 2.1397 -2.4171 0.4149
H2 -1.6214 -0.2759 0.8749
H3 -1.1208 -1.4291 -1.3691
H4 1.7276 1.7496 1.0837
H5 0.7073 0.6008 -0.8566
H6 0.7197 -1.0863 1.5481
H7 0.1873 2.5231 0.6680
H8 -1.7155 1.2564 0.0143
H9 -2.7071 -0.6576 -1.3298
H10 -1.3612 0.1396 -2.1594
H11 0.2840 1.4273 2.0699


No. 3
An isolated molecule of C14H19N7O3 in a non-equilibrium geometry, computed with ωB97M-V with the def2-TZVPD basis set.

## Properties
* SMILES: CN1CCN(c2nc(NCc3ccco3)nc(N)c2[N+](=O)[O-])CC1
* ΔE to the lowest compared entry with this formula, charge and spin: 3.072 eV
* frontier orbital gap: 8.397 eV
* lowest unoccupied orbital energy: 0.2 eV
* E_HOMO: -8.20 eV

Geometry (Å):
O1 4.5177 0.4977 -0.4076
O2 -3.5863 0.7510 0.7599
O3 -3.6452 2.4504 -0.5649
N1 -1.4136 -3.6394 -0.4987
N2 0.3863 0.5233 0.7252
N3 -1.4327 3.6939 -1.0721
N4 -1.3643 -0.8908 0.3724
N5 2.2078 1.9009 0.9678
N6 0.4144 2.7258 -0.1579
N7 -3.0219 1.5540 0.0202
C1 -1.6435 1.4858 -0.1109
C2 3.3130 -1.3158 0.0427
C3 -0.2930 -3.0972 0.2406
C4 -0.8761 2.6475 -0.4526
C5 3.5895 -0.0351 0.4184
C6 4.1295 -1.5841 -1.0836
C7 -0.6936 -1.9188 1.1387
C8 -2.0441 -2.5818 -1.2526
C9 0.9579 1.6993 0.5036
C10 3.0200 0.8284 1.4991
C11 -0.8831 0.3601 0.3443
C12 4.8359 -0.4453 -1.3100
C13 -2.4804 -1.3637 -0.4088
C14 -2.3289 -4.4328 0.2937
H1 2.3868 0.2145 2.1408
H2 -1.3822 -2.2669 1.9178
H3 -2.9159 -2.9819 -1.7728
H4 5.5677 -0.1883 -2.0498
H5 0.1535 -3.8887 0.8455
H6 -1.3207 -2.2410 -2.0010
H7 4.1788 -2.4963 -1.6417
H8 -3.0708 -4.8712 -0.3723
H9 -1.7701 -5.2405 0.7646
H10 0.1835 -1.4708 1.6026
H11 -2.8563 -3.8714 1.0759
H12 -3.3175 -1.6187 0.2496
H13 2.6210 -1.9827 0.5129
H14 -0.8881 4.5350 -1.1485
H15 3.8233 1.2776 2.0892
H16 2.6752 2.7106 0.5899
H17 -2.4445 3.6966 -1.1603
H18 -2.8142 -0.5929 -1.1017
H19 0.4460 -2.7538 -0.4900


No. 4
A 2-piece molecular cluster, C21H32Br2ClF3IN2O2 overall in a non-equilibrium geometry, computed with ωB97M-V with the def2-TZVPD basis set.

## Properties
* frontier orbital gap: 9.240 eV
* lowest unoccupied orbital energy: -2.9 eV
* E_HOMO: -12.13 eV
* charge: +1

Geometry (Å):
I1 4.0736 -4.6435 -1.4796
Br1 2.4283 0.9791 3.6201
Br2 -0.9122 3.4384 1.3700
Cl1 2.5410 0.8788 -3.2333
F1 1.1271 3.5710 3.2723
F2 0.2996 0.3815 1.8047
F3 -0.5285 2.0442 3.7352
O1 -4.8525 2.7892 -1.1510
O2 4.0089 -1.8572 0.5742
N1 2.3286 -0.3287 -0.2717
N2 1.9529 -2.5118 -0.7275
C1 -4.6919 3.4645 1.1548
C2 2.7891 -2.4648 2.7572
C3 0.8884 1.5626 -2.8104
C4 2.0547 1.9557 0.9202
C5 0.0541 -5.3914 0.0854
C6 1.1812 1.4299 2.1245
C7 1.1222 -0.3568 -1.0374
C8 0.2514 2.6133 2.7153
C9 0.9738 3.1402 -2.6213
C10 1.5122 -4.7998 0.4102
C11 3.0102 0.8797 0.2518
C12 -1.7614 -1.9600 -1.4551
C13 3.8902 -2.8055 1.6704
C14 -0.3820 -2.3209 -2.1360
C15 -2.8003 -1.3734 -1.1650
C16 -5.6239 3.1671 -0.0093
C17 -6.4814 4.3739 -0.3551
C18 0.8558 -1.7914 -1.3294
C19 0.1932 0.8014 -1.5524
C20 2.0688 -3.9844 -0.8472
C21 2.8310 -1.6377 -0.0921
H1 -6.2665 2.3200 0.2424
H2 4.8924 -2.7793 2.2134
H3 -0.4048 -3.4384 -2.2887
H4 2.6396 -3.4207 3.3673
H5 3.2057 -1.7112 3.4898
H6 -0.1509 1.5147 -0.7511
H7 -3.8687 -1.0181 -1.1374
H8 0.8203 3.4989 -1.5628
H9 -0.3033 -1.8659 -3.1791
H10 3.8807 0.6525 0.9425
H11 0.0788 -6.3921 -0.4331
H12 -4.0746 2.5921 1.3841
H13 1.4030 -4.2780 -1.7221
H14 0.1934 3.6342 -3.2809
H15 -7.0972 4.6773 0.4945
H16 -7.1371 4.1492 -1.1994
H17 3.4808 1.3954 -0.6533
H18 -5.2532 3.7405 2.0501
H19 -4.2809 3.5326 -1.3818
H20 -4.0065 4.2820 0.9069
H21 3.7530 -3.8817 1.3535
H22 2.1810 -5.6848 0.6711
H23 -5.8579 5.2221 -0.6549
H24 -0.5230 -4.6365 -0.5294
H25 1.4565 2.4918 0.1165
H26 0.2455 1.3872 -3.7331
H27 1.7716 -2.1981 2.3491
H28 2.7378 2.7600 1.3561
H29 1.9758 3.5228 -3.0035
H30 -0.5253 -5.5185 1.0563
H31 1.3857 -4.1351 1.3139
H32 -0.7539 0.3421 -1.9894


Look up the E_HOMO of the fourth one.
-12.13 eV


Which of these has the highest frontier orbital gap?
C5H11NO


The lowest lowest unoccupied orbital energy belongs to which entry?
C10H23Br3Cu2N3O4


The lowest lowest unoccupied orbital energy belongs to which entry?
C10H23Br3Cu2N3O4